[1]
# C34H53BClF5N4O15PS

3 unconnected molecules or ions with the total composition C34H53BClF5N4O15PS in a non-equilibrium geometry (ωB97M-V/def2-TZVPD, the OMol25 dataset).

CARTESIAN COORDINATES (ANGSTROEM)
H1 2.566 -2.059 1.340
C1 -1.170 -6.569 -3.760
H2 -1.910 -0.791 -1.428
H3 -3.420 5.229 6.530
N1 -1.923 -1.964 -4.343
H4 1.163 -5.263 -0.362
C2 0.689 -4.539 -3.544
C3 2.019 0.746 -3.038
H5 -5.517 10.909 2.848
H6 6.231 -3.798 -1.088
N2 2.274 -0.871 -1.117
C4 3.360 -2.039 0.549
F1 0.283 -4.404 -7.944
H7 -7.311 7.297 -1.212
H8 -1.703 -7.439 -3.253
H9 2.573 -7.134 0.782
C5 4.642 -3.057 1.062
H10 -4.397 2.698 -0.353
C6 -2.761 3.643 0.319
C7 -1.016 -4.604 -7.350
H11 0.165 -6.109 -1.951
C8 0.248 3.541 6.300
H12 2.049 2.148 5.103
H13 -2.521 4.673 0.766
C9 2.987 -2.184 -0.988
F2 -1.809 -3.457 -7.533
F3 2.987 -4.135 -3.615
C10 -1.535 -6.190 -5.242
H14 1.215 0.175 -3.606
H15 -1.554 -1.012 -4.526
H16 -2.127 1.155 -0.616
H17 -3.085 1.904 1.684
C11 2.718 0.224 -1.897
C12 0.308 -4.184 -5.039
H18 -2.340 3.616 -0.755
F4 -1.538 -5.763 -8.014
H19 -0.823 0.389 2.086
C13 0.962 -0.782 -0.542
O1 -0.147 3.404 5.164
O2 5.500 -1.010 -1.339
H20 -6.928 5.194 1.002
H21 -1.500 2.902 2.005
C14 -0.760 0.136 0.978
H22 2.323 1.771 -3.449
H23 -1.359 -0.815 0.809
P1 3.160 -6.249 -1.121
O3 2.601 -7.564 -0.110
O4 3.447 0.634 3.083
C15 6.033 -2.241 1.508
H24 -2.305 -6.778 -5.848
H25 3.671 0.818 -1.624
O5 -7.481 7.779 0.813
H26 -5.633 5.897 0.047
H27 3.907 -1.025 0.673
H28 6.992 -2.828 1.354
C16 -7.563 6.831 -0.257
H29 5.216 -4.465 -2.559
C17 2.213 -4.779 -0.504
H30 1.146 1.964 1.234
O6 4.829 -6.320 -0.817
C18 -1.392 1.437 0.208
S1 4.562 -2.068 -1.941
H31 6.509 -3.210 -2.777
O7 -6.449 9.366 1.884
O8 4.457 -1.660 -3.411
N3 0.664 0.045 0.467
H32 -0.662 -0.334 -2.677
H33 -6.830 4.857 -0.742
O9 5.015 -2.930 2.526
C19 -0.075 -5.754 -2.999
H34 -0.353 -3.777 -1.234
H35 4.773 -4.121 0.518
C20 0.429 -3.026 -0.895
C21 1.969 -3.443 -1.353
C22 -2.181 2.422 1.223
C23 -0.742 -5.001 -5.831
H36 -1.056 5.665 5.735
H37 -2.777 4.139 7.780
H38 -1.299 6.137 7.411
F5 1.614 -2.327 -3.532
H39 -2.045 -3.259 -2.658
H40 0.966 0.987 5.941
H41 2.516 -4.601 0.600
C24 -1.702 -2.242 -3.083
H42 -0.533 2.075 -0.230
C25 5.660 -3.546 -2.061
H43 5.225 -6.548 -1.701
Cl1 0.184 -3.159 0.980
C26 -5.306 10.205 2.042
O10 -4.211 3.502 0.186
O11 -5.505 8.546 -0.014
H44 0.812 -3.329 -5.615
H45 -8.609 6.517 -0.318
C27 -6.393 8.567 0.805
H46 2.582 1.330 6.579
C28 1.812 -3.640 -2.928
H47 1.044 -1.007 3.375
N4 0.016 -1.679 -1.163
H48 2.626 1.106 0.577
H49 -4.439 9.604 2.323
O12 -0.209 4.431 7.194
C29 -6.690 5.622 0.024
H50 5.937 -1.106 1.555
B1 2.057 0.487 2.658
C30 1.720 1.764 6.071
O13 1.204 2.808 6.893
O14 2.849 -6.789 -2.516
O15 1.152 -0.055 3.645
C31 -1.023 -1.233 -2.036
C32 1.653 0.924 1.133
C33 -2.601 4.553 6.784
H51 -5.102 10.774 1.132
H52 -2.617 3.714 6.084
H53 3.722 -0.276 3.353
C34 -1.270 5.279 6.735

Results
- molar mass (g mol⁻¹) = 962.1
- net charge = +1
- E_HOMO (hartree) = -0.4272
- strongest force on any atom (eV/A) = 9.5
- 2S+1 = 1

Atom charges from the Mulliken analysis, given in e for atoms 1 to 5: 0.240, -1.032, 0.105, 0.358, -0.586

---

[2]
# C12H11PS2

2 unconnected molecules or ions with the total composition C12H11PS2 in a non-equilibrium geometry (ωB97M-V/def2-TZVPD, the OMol25 dataset).

CARTESIAN COORDINATES (ANGSTROEM)
H1 -2.772 -1.397 -4.069
H2 -1.120 -0.272 1.430
H3 3.824 1.279 -2.102
H4 2.919 0.986 2.163
C1 -0.278 -0.156 2.053
H5 1.284 -1.360 -3.145
H6 -0.629 -2.259 -4.397
C2 -2.276 0.220 -2.708
H7 -3.388 0.409 -2.370
S1 1.645 2.955 -1.814
H8 0.529 -1.323 5.076
H9 -1.291 1.498 -1.316
C3 2.078 0.385 2.533
C4 -0.416 -0.654 3.349
H10 2.878 -0.249 4.414
S2 3.241 0.097 -1.633
C5 0.969 0.301 1.746
C6 -2.038 -0.831 -3.630
C7 -0.753 -1.375 -3.688
C8 0.663 -0.712 4.193
H11 -1.528 -0.887 3.544
C9 1.992 -0.274 3.761
C10 0.070 0.186 -2.132
C11 0.362 -0.845 -2.995
P1 1.434 1.044 -1.187
C12 -1.228 0.695 -1.963

Results
- relative energy (zero: lowest compared OMol25 entry of this formula, charge and spin) (eV) = 2.288
- molar mass (g mol⁻¹) = 250.3
- E_HOMO (spin up / spin down) (hartree) = -0.2992 / -0.3060
- strongest force on any atom (eV/A) = 3.7
- 2S+1 = 1

Atom charges from the natural (NBO) analysis, given in e for atoms 1 to 5: 0.213, 0.229, 0.198, 0.243, -0.336

---

[3]
# C13H52F2N27O17S2

14 unconnected molecules or ions with the total composition C13H52F2N27O17S2 in a non-equilibrium geometry (ωB97M-V/def2-TZVPD, the OMol25 dataset).

CARTESIAN COORDINATES (ANGSTROEM)
C1 -3.336 1.995 0.759
H1 -4.972 4.613 -1.267
C2 0.373 8.875 -1.484
O1 7.262 1.336 -2.460
N1 -4.293 5.361 -1.251
H2 -3.471 4.116 -4.289
H3 2.424 6.960 0.275
H4 -3.997 8.273 -1.821
H5 1.606 9.100 -2.986
H6 -1.514 1.366 -2.270
S1 1.298 4.443 -1.385
H7 4.558 5.072 -1.663
N2 -3.735 2.146 1.987
N3 4.950 5.886 -2.112
N4 0.244 5.518 -6.471
O2 -3.140 4.317 -6.695
H8 -4.093 -0.328 -3.723
N5 -3.676 6.497 -6.236
C3 5.717 6.549 -1.260
O3 -5.905 6.879 -1.181
N6 1.065 1.933 -5.037
N7 -3.606 5.022 -4.714
H9 6.289 7.811 -2.708
O4 0.502 4.242 -0.149
N8 3.204 8.196 -6.053
H10 1.115 1.825 -2.351
N9 -2.252 0.762 -2.601
H11 -1.217 5.538 -8.439
H12 -3.660 6.844 -7.185
H13 -2.815 5.945 3.065
C4 -4.768 6.573 -1.299
O5 0.146 5.986 -3.786
H14 3.090 6.289 -3.738
C5 -3.315 1.359 -2.991
H15 -4.299 1.417 2.402
N10 2.592 3.293 -4.661
O6 -3.430 2.544 -3.018
C6 2.486 6.072 2.043
N11 2.767 6.726 -4.589
H16 4.108 5.148 2.554
N12 3.585 5.487 1.758
N13 -0.930 6.023 1.896
O7 1.125 9.270 -0.623
H17 -5.200 0.921 -3.311
H18 4.458 2.477 -1.573
H19 6.835 7.915 -0.941
H20 -3.994 7.149 -5.533
H21 1.920 0.340 -2.958
N14 0.064 1.071 -0.627
O8 -1.552 5.009 -2.109
N15 0.680 8.780 -2.739
O9 5.803 6.229 -0.120
S2 -0.364 4.865 -2.999
N16 5.427 2.204 -1.489
O10 -3.460 1.034 0.093
H22 -3.331 7.598 2.942
H23 -1.428 8.317 -1.966
H24 -2.120 2.865 -0.534
N17 -4.297 0.493 -3.171
H25 1.180 7.517 1.398
H26 1.797 6.699 -4.870
N18 1.369 0.850 -2.283
H27 5.990 1.621 -4.472
H28 -3.497 3.015 2.443
N19 0.802 3.680 -2.557
O11 1.820 6.192 -7.895
N20 -2.669 6.875 2.700
H29 -1.431 5.172 2.107
H30 -0.581 0.776 0.092
H31 -3.340 5.099 -1.455
H32 -2.408 3.851 0.882
H33 -2.866 6.944 -1.861
N21 -3.757 7.323 -1.574
H34 -0.977 8.408 -0.278
H35 0.083 5.974 -9.478
O12 2.539 2.466 -6.674
O13 2.181 5.929 3.229
C7 -3.444 5.235 -5.954
H36 2.050 3.393 -3.815
H37 -3.808 5.745 -4.038
N22 5.499 1.880 -3.628
C8 3.632 7.630 -4.977
H38 2.513 7.639 -6.536
H39 -2.183 -0.243 -2.684
C9 0.762 0.149 -1.345
C10 0.704 5.754 -7.657
N23 -0.224 5.534 -8.622
H40 3.266 3.965 -4.999
O14 2.088 5.611 -1.567
O15 0.743 -1.061 -1.375
C11 6.135 1.834 -2.471
H41 -0.644 5.065 -6.309
H42 4.625 2.381 -3.563
F1 -1.012 3.778 -4.061
O16 4.693 7.804 -4.417
H43 0.479 1.552 -5.766
H44 3.785 8.963 -6.357
H45 0.083 2.064 -0.810
H46 0.995 5.451 -5.799
N24 -0.721 8.275 -1.246
C12 -1.613 7.099 2.008
C13 2.075 2.528 -5.601
O17 -1.176 8.154 1.642
H47 -0.170 5.963 1.234
N25 1.989 6.951 1.187
H48 0.022 8.241 -3.284
H49 3.945 5.354 0.824
F2 2.449 3.393 -1.151
N26 6.267 7.609 -1.718
H50 4.848 6.318 -3.020
N27 -2.634 3.045 0.317
H51 0.676 2.422 -4.243
H52 5.838 1.989 -0.592

Results
- relative energy (zero: lowest compared OMol25 entry of this formula, charge and spin) (eV) = 0.000
- molar mass (g mol⁻¹) = 960.9
- E_HOMO (spin up / spin down) (hartree) = -0.3429 / -0.3429
- strongest force on any atom (eV/A) = 9.3
- 2S+1 = 2

Atom charges from the Mulliken analysis, given in e for atoms 1 to 5: 0.500, 0.162, 0.412, -0.738, -0.157

---

[4]
# C57H73IN6O5STi

A molecular structure, C57H73IN6O5STi in a non-equilibrium geometry (ωB97M-V/def2-TZVPD, the OMol25 dataset).

CARTESIAN COORDINATES (ANGSTROEM)
H1 -4.197 -4.508 -1.683
C1 1.786 2.712 0.215
O1 -1.564 -2.722 1.970
H2 -2.124 -3.524 -0.738
C2 -1.343 0.701 -5.928
H3 0.277 -2.487 -0.854
N1 -0.744 1.387 1.442
H4 2.689 0.982 5.310
C3 -1.594 2.351 4.568
C4 -1.154 -0.328 3.677
C5 -5.208 -2.605 -1.737
C6 -3.484 2.763 3.137
H5 2.065 5.192 -6.577
H6 -4.747 4.392 3.703
H7 1.207 6.795 0.227
C7 0.554 2.437 -1.893
C8 -0.498 -2.346 1.531
H8 2.766 6.140 3.560
H9 -4.066 2.517 2.258
C9 2.293 6.618 2.702
Ti1 0.346 0.237 -0.061
H10 1.421 4.707 -0.434
H11 4.944 0.234 2.488
H12 3.964 4.250 2.941
H13 -1.832 -0.147 -6.413
H14 2.059 -0.522 -7.796
H15 4.182 -2.139 -4.070
C10 0.731 -3.254 1.715
H16 1.503 6.271 -3.087
C11 3.341 3.804 2.179
C12 0.861 -2.724 -2.879
H17 3.105 -1.911 -8.131
I1 -3.683 1.227 -0.461
C13 2.760 4.660 1.247
C14 -0.254 -1.920 5.746
H18 3.979 0.747 -6.888
C15 2.294 1.856 1.240
H19 4.857 -3.054 -6.914
H20 -1.020 5.287 -5.691
H21 0.038 6.702 -5.708
H22 2.846 5.323 -3.766
C16 -0.520 2.937 -4.354
C17 -1.588 -1.538 5.697
H23 2.353 2.672 4.884
H24 -6.132 -2.987 -2.153
C18 -0.459 1.557 -2.394
C19 4.859 2.319 4.108
C20 3.635 1.661 3.458
C21 -4.139 -3.448 -1.478
C22 -2.356 2.020 3.453
C23 -3.879 -0.828 -0.907
C24 -0.286 5.846 -5.111
H25 5.240 1.664 4.894
C25 -5.082 -1.256 -1.453
C26 4.028 -0.341 -6.944
C27 0.458 3.801 -3.874
C28 2.288 6.944 0.239
C29 4.481 -3.221 -5.905
H26 -2.270 -1.848 6.477
C30 0.178 -0.689 3.725
H27 0.097 -2.547 6.555
H28 1.664 -1.806 4.794
H29 2.696 6.641 -0.727
C31 4.047 0.223 3.111
C32 0.921 4.974 -4.733
C33 -2.045 -0.759 4.648
H30 1.236 6.348 2.705
C34 -3.863 3.819 3.952
H31 4.956 6.060 2.239
N2 -2.853 -1.604 -0.668
H32 -5.875 -0.553 -1.659
H33 -0.777 6.219 -4.210
C35 1.971 4.095 0.263
C36 4.441 6.516 1.394
O2 2.291 0.886 -5.278
N3 1.954 -2.717 1.132
N4 1.013 2.007 -0.672
H34 0.398 -3.697 -2.976
C37 2.946 6.169 1.385
H35 4.914 6.163 0.477
N5 3.665 -0.877 -5.636
H36 4.271 -0.332 4.025
O3 -0.831 0.612 -1.538
H37 3.266 -0.292 2.563
H38 0.844 3.908 -6.630
H39 -1.527 1.582 -6.544
O4 -0.305 -1.202 0.933
C38 3.121 2.432 2.233
H40 2.478 8.011 0.366
C39 2.723 -0.196 -4.922
H41 -2.339 -0.519 -2.885
H42 3.468 -3.619 -5.975
C40 2.486 1.666 4.481
H43 -0.160 2.018 1.990
H44 2.485 0.661 -2.334
H45 3.353 -0.385 -8.994
H46 1.894 4.050 -2.302
H47 2.375 7.701 2.824
C41 -2.983 -2.899 -0.953
C42 -0.950 1.788 -3.701
H48 -3.424 4.951 5.721
H49 5.536 -1.563 -5.042
C43 1.520 -2.143 -3.953
N6 1.331 -0.826 -1.473
H50 -2.637 -1.162 -4.501
C44 1.582 4.402 -5.997
H51 -3.262 2.469 -5.007
H52 4.612 3.273 4.576
C45 -1.982 3.401 5.383
C46 4.505 -1.933 -5.087
H53 0.506 -4.217 1.247
H54 -0.267 0.521 -5.901
H55 5.113 -3.968 -5.426
C47 2.122 -0.903 -3.741
H56 -3.966 0.850 -5.125
C48 -1.887 0.864 -4.495
C49 3.078 -0.826 -8.036
C50 0.625 -1.501 4.759
H57 5.054 -0.638 -7.166
C51 0.787 -2.046 -1.688
H58 2.763 -3.211 1.486
S1 -1.860 0.674 2.330
O5 1.876 0.592 1.161
H59 1.552 1.370 4.010
H60 -0.705 1.788 4.816
H61 -1.398 3.634 6.263
H62 2.328 3.656 -5.722
H63 2.204 6.705 -4.647
H64 -0.935 3.146 -5.331
H65 0.798 -3.433 2.794
C52 -3.122 4.133 5.081
H66 4.578 7.598 1.460
C53 -3.290 1.482 -4.543
H67 -0.981 -1.002 -3.886
C54 -1.969 -0.541 -3.900
H68 -3.699 1.594 -3.538
H69 1.547 -2.611 -4.927
H70 -3.090 -0.479 4.584
H71 5.653 2.477 3.377
C55 1.931 5.866 -4.006
H72 0.854 -0.350 2.950
C56 1.035 3.502 -2.653
H73 2.066 -1.733 1.356
C57 2.004 -0.293 -2.508

Results
- relative energy (zero: lowest compared OMol25 entry of this formula, charge and spin) (eV) = 1.352
- molar mass (g mol⁻¹) = 1129.1
- E_HOMO (hartree) = -0.2258
- strongest force on any atom (eV/A) = 3.7
- 2S+1 = 1

Atom charges from the Mulliken analysis, given in e for atoms 1 to 5: 0.442, 0.138, -0.644, 0.319, -1.975

---

[5]
# C5H11N4O2

A gas-phase ion, C5H11N4O2 (charge -1) in a non-equilibrium geometry (ωB97M-V/def2-TZVPD, the OMol25 dataset).

CARTESIAN COORDINATES (ANGSTROEM)
H1 0.813 1.473 -2.366
H2 1.044 2.526 0.278
H3 -1.435 -2.192 0.738
N1 1.470 -0.328 0.672
H4 1.695 0.197 -1.782
H5 0.310 -0.208 -3.058
N2 -0.332 0.225 -1.098
C1 -0.782 -1.150 -1.054
N3 -1.077 -0.068 1.023
H6 -0.566 -0.196 2.054
C2 -1.610 -1.208 0.214
O1 2.529 -1.426 2.199
C3 -0.025 0.550 0.243
H7 -2.607 -1.113 -0.081
H8 -0.068 -1.921 -1.013
O2 0.680 -0.380 2.754
H9 -1.439 -1.371 -1.975
H10 -0.173 2.214 1.800
N4 1.579 -0.673 1.861
C4 0.046 2.040 0.652
H11 -0.792 2.544 0.085
C5 0.741 0.463 -2.144

Results
- relative energy (zero: lowest compared OMol25 entry of this formula, charge and spin) (eV) = 0.539
- molar mass (g mol⁻¹) = 159.2
- net charge = -1
- E_HOMO (hartree) = -0.1398
- SMILES = CN1CCN[C@@]1(C)N=[N+]([O-])[O-]
- strongest force on any atom (eV/A) = 4.6
- 2S+1 = 1

Atom charges from the natural (NBO) analysis, given in e for atoms 1 to 5: 0.182, 0.197, 0.177, -0.435, 0.213

---

- Among the records above, which one has the lowest molar mass?
  C5H11N4O2

---

- What is the molar mass in the third record?
  960.9 g mol⁻¹

---

- Look up the molar mass of the fifth one.
  159.2 g mol⁻¹

---

- Look up the molar mass of the first one.
  962.1 g mol⁻¹